Version a
This record from the Open Molecules 2025 dataset describes a structure of composition C4H9FO2. The level of theory is ωB97M-V/def2-TZVPD.

```
! RIJCOSX wB97M-V def2-TZVPD def2/J DEFGRID3
* xyz 0 1
C 0.665 -1.695 -0.319
C 0.643 0.743 -1.083
C -0.492 1.254 1.554
C 0.132 -0.307 -0.117
O 0.018 -0.016 1.179
O -1.548 -0.250 -0.819
F -2.255 -1.336 -0.329
H 0.414 -2.057 -1.313
H 0.265 -2.368 0.434
H 1.750 -1.655 -0.213
H 0.873 0.273 -2.033
H 1.539 1.220 -0.689
H -0.124 1.496 -1.255
H 0.086 2.077 1.125
H -0.431 1.287 2.640
H -1.536 1.334 1.238
*
```

Computed properties:
E_HOMO: -0.363 hartree
Kohn-Sham gap: 10.7 eV

Here are the Mulliken charges for atoms 1 to 6, given in e: atom 1 (C): -1.3913, atom 2 (C): -1.6750, atom 3 (C): -0.7568, atom 4 (C): 1.4756, atom 5 (O): -0.3227, atom 6 (O): -0.3314

Version b
This record from the Open Molecules 2025 dataset describes an isolated molecule of C4H9FO2. The level of theory is ωB97M-V/def2-TZVPD.

```
! RIJCOSX wB97M-V def2-TZVPD def2/J DEFGRID3
* xyz 0 1
C -1.566 0.084 -0.950
O -1.507 -0.378 0.356
C -0.149 -0.145 0.823
C 0.789 -1.179 0.510
O 1.131 -1.178 -0.915
C 0.409 1.272 0.470
F 1.210 1.153 -0.643
H -1.092 -0.649 -1.489
H -2.601 0.096 -1.395
H -1.110 1.075 -1.146
H -0.196 -0.095 1.985
H 0.366 -2.096 0.523
H 1.761 -1.078 1.093
H 1.924 -0.389 -1.044
H 1.014 1.455 1.360
H -0.383 2.051 0.462
*
```

Computed properties:
E_HOMO: -0.347 hartree
SMILES string: CO[C@@H](CO)CF
Kohn-Sham gap: 10.2 eV

Here are the Mulliken charges for atoms 1 to 6, given in e: atom 1 (C): -0.7433, atom 2 (O): -0.4220, atom 3 (C): 0.4720, atom 4 (C): -0.6996, atom 5 (O): -0.6296, atom 6 (C): -0.7356

Which is most stable, and by how much? version b, by 0.0483 hartree.

Version a
This record from the Open Molecules 2025 dataset describes a cluster of 2 separate species, C3H7Br3Si in total. The level of theory is ωB97M-V/def2-TZVPD.

```
! RIJCOSX wB97M-V def2-TZVPD def2/J DEFGRID3
* xyz 0 1
C -0.460 1.015 0.104
C 1.164 -0.720 0.803
C 0.666 0.100 -0.319
Si 2.266 0.946 -1.012
Br -0.608 2.713 3.142
Br 3.947 -0.537 -1.457
Br 2.011 2.490 -2.566
H -1.199 0.626 0.733
H -0.168 1.854 0.740
H -1.003 1.466 -0.696
H 1.668 -0.021 1.461
H 1.626 -1.555 0.597
H 0.309 -1.073 1.260
H 0.256 -0.562 -1.133
*
```

Computed properties:
E_HOMO (alpha / beta): -0.389 / -0.281 hartree
Kohn-Sham gap (alpha / beta): 9.5 / 3.9 eV

Here are the Mulliken charges for atoms 1 to 6, given in e: atom 1 (C): -1.3172, atom 2 (C): -1.8894, atom 3 (C): 0.6449, atom 4 (Si): 0.3448, atom 5 (Br): 0.0084, atom 6 (Br): -0.2410

Version b
This record from the Open Molecules 2025 dataset describes a cluster of 2 separate species, C3H7Br3Si in total. The level of theory is ωB97M-V/def2-TZVPD.

```
! RIJCOSX wB97M-V def2-TZVPD def2/J DEFGRID3
* xyz 0 1
C -0.705 -0.083 -1.493
C 0.062 1.444 0.329
C -0.574 0.119 -0.004
Si 0.373 -1.289 0.934
Br 3.548 -0.812 0.688
Br 0.225 -1.186 3.184
Br -0.202 -3.360 0.297
H 0.246 0.410 -1.836
H -0.775 -1.098 -1.974
H -1.600 0.439 -1.824
H 0.123 1.639 1.333
H -0.355 2.278 -0.240
H 1.108 1.349 0.061
H -1.475 0.151 0.545
*
```

Computed properties:
E_HOMO: -0.342 hartree
Kohn-Sham gap: 7.3 eV

Here are the Mulliken charges for atoms 1 to 6, given in e: atom 1 (C): -1.1513, atom 2 (C): -1.5840, atom 3 (C): 0.3856, atom 4 (Si): 0.6699, atom 5 (Br): -0.4500, atom 6 (Br): -0.1708

Which is most stable, and by how much? version b, by 0.0795 hartree.

Version a
This record from the Open Molecules 2025 dataset describes a cluster of 6 separate species, CH13NO6 in total. The level of theory is ωB97M-V/def2-TZVPD.

```
! RIJCOSX wB97M-V def2-TZVPD def2/J DEFGRID3
* xyz 0 1
C -1.180 -2.024 0.024
N -0.440 -1.412 1.089
O -1.840 -1.072 -0.745
H -0.383 -2.541 -0.554
H -0.761 -0.471 1.322
H -1.970 -2.731 0.277
H -1.089 -0.557 -1.171
H -2.426 2.031 -0.068
O -1.677 1.861 0.514
H 2.411 0.877 1.637
H 1.063 1.389 1.182
O 1.478 0.643 1.605
H 2.189 -1.886 -1.456
H 0.561 -1.387 0.886
O 1.804 -1.607 -0.610
H 0.851 -0.563 -1.084
H 0.389 0.969 -0.940
O 0.304 0.183 -1.508
H 0.952 3.350 -0.514
H -0.779 2.324 0.140
O 0.544 2.625 -0.026
*
```

Computed properties:
E_HOMO: -0.355 hartree
Kohn-Sham gap: 3.7 eV

Here are the Mulliken charges for atoms 1 to 6, given in e: atom 1 (C): -0.2698, atom 2 (N): -0.2966, atom 3 (O): -0.3949, atom 4 (H): 0.3350, atom 5 (H): 0.3116, atom 6 (H): 0.3077

Version b
This record from the Open Molecules 2025 dataset describes a cluster of 6 separate species, CH13NO6 in total. The level of theory is ωB97M-V/def2-TZVPD.

```
! RIJCOSX wB97M-V def2-TZVPD def2/J DEFGRID3
* xyz 0 1
N -0.063 -1.381 -1.509
C 0.483 -1.278 -0.220
O 1.580 -0.835 0.115
H -1.079 -1.429 -1.601
H 0.547 -0.829 -2.174
H -0.132 -1.838 0.490
O 0.872 -0.178 2.662
H 1.286 -0.687 1.883
H 1.490 0.545 2.741
O -2.829 -1.281 -0.470
H -2.596 -0.648 0.243
H -3.734 -1.305 -0.507
O 1.811 1.228 -1.497
H 1.985 0.646 -0.743
H 2.574 0.935 -2.087
O -0.325 2.521 -0.301
H 0.482 2.572 -0.909
H -0.348 3.257 0.309
O -1.283 0.355 1.008
H -0.489 0.400 1.664
H -1.053 1.242 0.442
*
```

Computed properties:
E_HOMO: -0.379 hartree
SMILES string: NC=O.O.O.O.O.O
Kohn-Sham gap: 10.8 eV

Here are the Mulliken charges for atoms 1 to 6, given in e: atom 1 (N): -0.3763, atom 2 (C): 0.2019, atom 3 (O): -0.7612, atom 4 (H): 0.2852, atom 5 (H): 0.2728, atom 6 (H): 0.4066

Which is most stable, and by how much? version b, by 0.3199 hartree.

Version a
This record from the Open Molecules 2025 dataset describes a cluster of 3 separate species, C3H13N2O2S in total. The level of theory is ωB97M-V/def2-TZVPD.

```
! RIJCOSX wB97M-V def2-TZVPD def2/J DEFGRID3
* xyz -1 1
C -1.317 0.109 -0.836
C -0.245 -0.965 -0.529
S -0.150 -2.481 -1.581
N -0.829 1.385 -0.322
C -1.543 1.821 0.897
N -1.309 0.818 1.969
H -2.281 -0.313 -0.509
H -1.552 0.023 -1.908
H 0.779 -0.612 -0.598
H -0.455 -1.376 0.462
H -0.961 2.146 -0.988
H -1.140 2.790 1.186
H -2.631 1.816 0.799
H -0.352 0.520 1.925
H -2.085 0.211 1.928
H 1.931 1.735 -1.494
H 2.361 1.563 -0.089
O 2.681 1.939 -0.912
H 1.452 -1.265 1.868
H 1.830 0.186 1.764
O 1.945 -0.573 2.336
*
```

Computed properties:
E_HOMO: -0.094 hartree
Kohn-Sham gap: 5.9 eV

Here are the Mulliken charges for atoms 1 to 6, given in e: atom 1 (C): -0.6315, atom 2 (C): -0.2354, atom 3 (S): -0.6470, atom 4 (N): -0.1436, atom 5 (C): -0.7227, atom 6 (N): -0.6156

Version b
This record from the Open Molecules 2025 dataset describes a cluster of 3 separate species, C3H13N2O2S in total. The level of theory is ωB97M-V/def2-TZVPD.

```
! RIJCOSX wB97M-V def2-TZVPD def2/J DEFGRID3
* xyz -1 1
C -1.108 1.071 -2.022
C -0.767 0.030 -0.957
S -1.900 0.268 0.475
N 0.025 1.208 -2.984
C 1.242 1.901 -2.608
N 2.438 1.064 -2.813
H -1.366 2.070 -1.645
H -2.071 0.886 -2.518
H -0.707 -0.934 -1.461
H 0.227 0.266 -0.588
H -0.343 1.473 -3.875
H 1.319 2.739 -3.292
H 1.201 2.031 -1.529
H 2.383 0.340 -3.516
H 2.807 0.607 -1.986
H 1.305 -3.479 5.871
H 0.974 -4.235 4.579
O 1.560 -4.229 5.332
H 0.161 0.058 2.914
H -0.759 -1.011 2.876
O -0.138 -0.626 3.508
*
```

Computed properties:
E_HOMO: -0.105 hartree
Kohn-Sham gap: 6.3 eV

Here are the Mulliken charges for atoms 1 to 6, given in e: atom 1 (C): -0.7245, atom 2 (C): -0.4479, atom 3 (S): -0.7163, atom 4 (N): -0.3298, atom 5 (C): -0.4839, atom 6 (N): -0.6596

Which is most stable, and by how much? version b, by 0.0123 hartree.

Version a
This record from the Open Molecules 2025 dataset describes a cluster of 2 separate species, C5H14O in total. The level of theory is ωB97M-V/def2-TZVPD.

```
! RIJCOSX wB97M-V def2-TZVPD def2/J DEFGRID3
* xyz 0 1
C -0.474 1.756 1.021
C -0.722 0.305 0.583
C 0.524 -0.492 0.202
C -1.539 -0.324 1.670
C -1.586 0.275 -0.740
H -1.469 2.223 1.111
H 0.167 2.409 0.406
H -0.031 1.675 2.028
H 1.000 0.081 -0.611
H 0.314 -1.512 -0.162
H 1.232 -0.559 1.046
H -1.875 -1.326 1.352
H -2.424 0.320 1.797
H -1.028 -0.417 2.643
H -2.350 1.065 -0.641
H -2.097 -0.692 -0.884
H -0.974 0.486 -1.633
O 4.669 -1.426 -3.069
H 4.970 -2.358 -3.158
H 3.693 -1.489 -2.965
*
```

Computed properties:
E_HOMO: -0.399 hartree
SMILES string: CC(C)(C)C.O
Kohn-Sham gap: 11.5 eV

Here are the Mulliken charges for atoms 1 to 6, given in e: atom 1 (C): -1.5186, atom 2 (C): 1.8284, atom 3 (C): -1.6408, atom 4 (C): -1.6202, atom 5 (C): -1.5164, atom 6 (H): 0.3702

Version b
This record from the Open Molecules 2025 dataset describes a cluster of 2 separate species, C5H14O in total. The level of theory is ωB97M-V/def2-TZVPD.

```
! RIJCOSX wB97M-V def2-TZVPD def2/J DEFGRID3
* xyz 0 1
C -1.140 1.719 2.302
C -0.565 1.328 0.950
C -1.546 0.812 -0.149
C -0.747 0.558 -1.415
C 0.530 -0.366 -1.093
H -2.151 2.122 2.446
H -0.990 0.871 3.088
H -0.531 2.496 2.777
H -0.142 2.181 0.367
H 0.331 0.780 1.235
H -2.207 1.680 -0.223
H -2.090 -0.050 0.226
H -0.347 1.541 -1.718
H -1.464 0.230 -2.138
H 0.759 -1.069 -1.963
H 0.190 -1.062 -0.328
H 1.405 0.164 -0.685
O 2.896 -3.433 -0.564
H 2.135 -3.873 -0.970
H 3.120 -2.836 -1.303
*
```

Computed properties:
E_HOMO: -0.394 hartree
SMILES string: CCCCC.O
Kohn-Sham gap: 11.6 eV

Here are the Mulliken charges for atoms 1 to 6, given in e: atom 1 (C): -1.2492, atom 2 (C): -0.2470, atom 3 (C): -0.6847, atom 4 (C): -0.4958, atom 5 (C): -0.9662, atom 6 (H): 0.3367

Which is most stable, and by how much? version a, by 0.0317 hartree.

Version a
This record from the Open Molecules 2025 dataset describes a cluster of 2 separate species, C5H14O in total. The level of theory is ωB97M-V/def2-TZVPD.

```
! RIJCOSX wB97M-V def2-TZVPD def2/J DEFGRID3
* xyz 0 1
C 1.131 1.863 0.877
C 1.112 0.382 0.846
C 1.179 -0.437 -0.452
C -0.147 -0.351 -1.227
C -1.109 -1.446 -1.028
H 1.351 2.364 -0.052
H 0.221 2.326 1.106
H 2.074 2.072 1.318
H 2.076 -0.095 1.496
H 0.417 -0.216 1.399
H 2.136 -0.423 -0.981
H 1.255 -1.578 -0.222
H -0.672 0.573 -0.984
H 0.153 -0.293 -2.273
H -1.945 -1.018 -1.329
H -1.032 -2.492 -1.471
H -1.137 -1.740 0.015
O -2.619 0.138 1.183
H -1.802 0.248 1.528
H -2.643 0.123 0.251
*
```

Computed properties:
E_HOMO: -0.384 hartree
SMILES string: CCCCC.O
Kohn-Sham gap: 11.4 eV

Here are the Mulliken charges for atoms 1 to 6, given in e: atom 1 (C): -1.1918, atom 2 (C): -0.4475, atom 3 (C): -0.8138, atom 4 (C): -0.0680, atom 5 (C): -1.5728, atom 6 (H): 0.3819

Version b
This record from the Open Molecules 2025 dataset describes a cluster of 2 separate species, C5H14O in total. The level of theory is ωB97M-V/def2-TZVPD.

```
! RIJCOSX wB97M-V def2-TZVPD def2/J DEFGRID3
* xyz 0 1
C -1.045 0.114 -0.365
C 0.200 -0.176 0.518
C 1.340 -0.462 -0.490
C 0.548 0.988 1.429
C -0.100 -1.332 1.427
H -1.168 -0.760 -1.027
H -0.968 1.020 -0.990
H -1.942 0.201 0.272
H 0.944 -1.090 -1.305
H 2.118 -1.031 0.046
H 1.803 0.437 -0.931
H 0.825 1.819 0.758
H 1.462 0.616 1.923
H -0.137 1.374 2.202
H 0.668 -1.594 2.174
H -0.290 -2.215 0.793
H -1.032 -1.072 1.956
O -1.237 1.420 -2.773
H -1.258 0.707 -2.095
H -0.731 1.034 -3.523
*
```

Computed properties:
E_HOMO: -0.405 hartree
SMILES string: CC(C)(C)C.O
Kohn-Sham gap: 11.8 eV

Here are the Mulliken charges for atoms 1 to 6, given in e: atom 1 (C): -1.6988, atom 2 (C): 2.0504, atom 3 (C): -1.6381, atom 4 (C): -1.6363, atom 5 (C): -1.6359, atom 6 (H): 0.4690

Version c
This record from the Open Molecules 2025 dataset describes a cluster of 2 separate species, C5H14O in total. The level of theory is ωB97M-V/def2-TZVPD.

```
! RIJCOSX wB97M-V def2-TZVPD def2/J DEFGRID3
* xyz 0 1
C -0.316 1.166 -2.465
C 0.056 0.155 -1.401
C -0.269 -1.313 -1.805
O 1.504 0.243 -1.204
H -1.405 1.311 -2.369
H -0.074 0.813 -3.464
H 0.074 2.164 -2.309
H -0.269 0.410 -0.393
H -0.191 -1.418 -2.885
H 0.474 -1.928 -1.308
H -1.306 -1.483 -1.522
H 1.965 -0.552 -1.546
C -0.792 0.211 2.969
C 0.670 -0.120 2.647
H -1.485 -0.094 2.201
H -1.087 -0.250 3.907
H -0.870 1.289 3.134
H 1.208 0.083 3.577
H 0.909 -1.142 2.349
H 1.206 0.456 1.888
*
```

Computed properties:
E_HOMO: -0.372 hartree
SMILES string: CC(C)O.CC
Kohn-Sham gap: 11.1 eV

Here are the Mulliken charges for atoms 1 to 6, given in e: atom 1 (C): -1.2838, atom 2 (C): 0.7761, atom 3 (C): -1.3367, atom 4 (O): -0.5611, atom 5 (H): 0.3429, atom 6 (H): 0.2811

Which is most stable, and by how much? version c, by 0.0074 hartree.